Record 1
This record from the Open Molecules 2025 dataset describes 2 unconnected molecules or ions with the total composition C4H15NSi2 in a non-equilibrium geometry. The level of theory is the ωB97M-V functional and the def2-TZVPD basis.

## Properties
Charge   0
2S+1   1
Energy relative to the best compared isomer or geometry (same formula, charge and spin)   5.1478 eV
E_LUMO   0.0242 Ha

Positions of all 22 atoms, in Å:
Si  3.121  0.384  -0.108
Si  -0.148  1.124  -0.004
N  -1.639  0.236  -0.011
C  1.303  -0.239  -0.218
C  -1.929  -0.842  -0.904
C  1.248  -1.425  0.775
C  -2.792  0.653  0.710
H  1.347  -1.185  1.917
H  -2.966  0.095  1.579
H  2.074  -2.070  0.758
H  3.252  1.171  -1.357
H  -1.309  -0.948  -1.702
H  -2.861  -0.765  -1.454
H  -3.717  0.993  0.143
H  3.805  -0.924  0.055
H  -1.935  -1.851  -0.450
H  0.314  2.601  -1.626
H  3.413  1.448  0.770
H  0.360  -1.988  0.518
H  0.031  1.896  1.201
H  0.963  -0.675  -1.131
H  -2.518  1.604  1.186


Record 2
This record from the Open Molecules 2025 dataset describes 7 unconnected molecules or ions with the total composition C4H16BI2NO7 in a non-equilibrium geometry. The level of theory is the ωB97M-V functional and the def2-TZVPD basis.

## Properties
Charge   0
2S+1   1
E_LUMO   -0.0170 Ha
SMILES   C/C(I)=C(\I)BN=C=O.O.O.O.O.O.O

Positions of all 31 atoms, in Å:
I  -1.925  -1.263  -0.554
I  2.920  0.769  -0.838
O  3.639  -1.694  3.964
O  0.892  3.459  4.238
O  3.458  -2.837  1.031
O  -2.365  -0.372  -3.602
O  -0.612  3.759  2.109
O  -4.310  1.053  -1.023
O  -0.771  -2.963  -3.739
N  1.500  -3.247  -0.513
C  0.220  -0.804  -0.811
C  -0.236  1.647  -0.019
C  0.783  0.487  -0.530
C  2.653  -3.036  0.080
B  1.129  -2.061  -1.375
H  -1.666  -0.986  -3.872
H  -5.080  0.759  -0.521
H  0.295  2.623  0.258
H  3.938  -2.366  4.590
H  -1.339  -3.424  -4.371
H  -4.069  0.283  -1.556
H  1.733  3.579  3.779
H  1.438  -1.992  -2.526
H  -1.245  -3.038  -2.900
H  -0.795  3.349  2.961
H  -0.180  4.590  2.339
H  3.266  -2.205  3.232
H  -0.807  1.293  0.927
H  -0.976  1.821  -0.898
H  0.861  2.511  4.425
H  -2.354  0.310  -4.286


Record 3
This record from the Open Molecules 2025 dataset describes a molecular structure, C4H16BInO4 in a non-equilibrium geometry. The level of theory is the ωB97M-V functional and the def2-TZVPD basis.

## Properties
Charge   +2
2S+1   1
Energy relative to the best compared isomer or geometry (same formula, charge and spin)   0.1381 eV
E_LUMO   -0.4694 Ha

Positions of all 26 atoms, in Å:
In  -1.212  0.446  -0.989
O  0.654  0.682  -2.467
O  -2.862  0.259  0.718
O  -0.403  -0.324  1.623
O  1.197  1.549  -0.062
C  -2.674  -0.375  2.027
C  2.310  1.051  -0.813
C  -1.370  0.161  2.533
C  1.935  1.309  -2.237
B  0.521  -2.074  -0.866
H  2.366  -0.029  -0.661
H  0.694  -1.076  -0.246
H  1.473  1.829  0.818
H  0.501  0.578  -3.417
H  -2.746  -1.458  1.958
H  -1.144  -0.200  3.539
H  0.680  -3.134  -0.265
H  -3.471  0.021  2.665
H  0.058  -1.143  1.830
H  1.927  2.379  -2.463
H  3.237  1.506  -0.469
H  1.351  -2.118  -1.750
H  -1.266  1.243  2.584
H  -3.773  0.112  0.428
H  2.717  0.870  -2.866
H  -0.701  -2.065  -1.152


Record 4
This record from the Open Molecules 2025 dataset describes a molecular structure, C4H16BrCoN8O4 in a non-equilibrium geometry. The level of theory is the ωB97M-V functional and the def2-TZVPD basis.

## Properties
Charge   +1
2S+1   4
E_LUMO (alpha / beta)   -0.1944 / -0.2239 Ha

Positions of all 34 atoms, in Å:
Br  20.896  -16.958  -22.458
Co  21.688  -18.096  -24.391
O  24.502  -16.096  -21.814
O  16.972  -17.863  -23.339
O  20.648  -13.021  -19.852
O  23.159  -17.031  -24.981
N  15.333  -16.971  -22.027
N  17.425  -15.954  -22.195
N  26.080  -17.592  -21.131
N  23.562  -14.939  -24.187
N  23.850  -17.879  -20.557
N  23.869  -15.438  -26.414
N  22.338  -14.266  -20.732
N  22.690  -12.053  -20.106
C  24.798  -17.114  -21.197
C  23.546  -15.839  -25.170
C  21.815  -13.106  -20.200
C  16.612  -17.003  -22.550
H  24.201  -14.521  -26.654
H  15.159  -16.556  -21.129
H  23.765  -16.119  -27.147
H  26.381  -18.149  -20.352
H  23.328  -14.341  -20.889
H  14.830  -17.809  -22.268
H  22.320  -11.147  -19.889
H  26.783  -17.095  -21.647
H  23.708  -13.967  -24.392
H  22.957  -17.418  -20.578
H  23.260  -15.231  -23.267
H  17.174  -15.363  -21.422
H  18.395  -16.074  -22.414
H  21.709  -14.994  -21.009
H  24.107  -18.494  -19.806
H  23.619  -12.130  -20.476


Record 5
This record from the Open Molecules 2025 dataset describes a molecular structure, C4H16Cu3F2N2O9S2 in a non-equilibrium geometry. The level of theory is the ωB97M-V functional and the def2-TZVPD basis.

## Properties
Charge   +2
2S+1   4
E_LUMO (alpha / beta)   -0.2928 / -0.3987 Ha

Positions of all 38 atoms, in Å:
Cu  -1.437  -0.632  3.263
Cu  -1.385  0.373  -0.760
Cu  -1.273  2.472  1.817
S  0.152  -3.067  1.840
S  -2.005  -4.059  2.470
F  0.931  -1.595  1.822
F  -2.735  -3.796  3.850
O  -3.062  -3.787  1.541
O  -1.415  -5.344  2.638
O  1.081  2.301  2.009
O  1.179  -3.897  2.396
O  -0.755  0.885  -2.747
O  -0.979  0.076  1.358
O  -1.645  1.385  3.603
O  -0.154  -3.180  0.442
O  -1.132  2.400  -0.198
N  -0.982  -2.659  2.755
N  0.957  0.317  -0.650
C  2.947  1.301  -1.820
C  0.652  0.814  -3.018
C  -1.531  0.387  -3.841
C  1.398  1.220  -1.743
H  -0.031  -0.020  1.260
H  1.427  0.624  0.204
H  1.413  1.853  2.803
H  -1.767  1.683  4.509
H  -1.312  1.023  -4.702
H  1.069  2.185  -1.360
H  1.440  -0.582  -0.772
H  3.370  0.317  -2.016
H  1.664  3.069  1.898
H  -0.574  3.104  -0.534
H  1.056  -0.181  -3.227
H  3.161  1.768  -0.861
H  0.925  1.488  -3.829
H  -2.612  0.430  -3.708
H  -1.280  -0.650  -4.072
H  3.247  1.975  -2.620


Record 6
This record from the Open Molecules 2025 dataset describes a molecular structure, C4H16F3O8Y2 in a non-equilibrium geometry. The level of theory is the ωB97M-V functional and the def2-TZVPD basis.

## Properties
Charge   +3
2S+1   1
Energy relative to the best compared isomer or geometry (same formula, charge and spin)   21.8266 eV
E_LUMO   -0.4941 Ha

Positions of all 33 atoms, in Å:
Y  -4.054  2.567  4.097
Y  -0.859  -2.257  3.391
F  -1.938  -1.459  -3.149
F  -0.658  -2.346  -4.668
F  -2.103  -3.433  -3.553
O  2.642  -1.486  2.301
O  1.273  -2.117  -2.836
O  -3.664  -0.799  5.359
O  -0.103  -2.835  -1.163
O  -2.797  4.846  1.352
O  0.950  -0.752  6.337
O  -0.440  4.456  -1.897
O  -1.069  1.112  2.313
C  0.121  -2.870  -2.534
C  2.775  -0.253  -3.141
C  1.347  -0.627  -2.665
C  -1.166  -2.570  -3.464
H  1.188  -0.426  -1.605
H  2.885  -1.095  1.462
H  -2.296  4.518  0.605
H  3.612  -0.606  -2.539
H  -3.075  5.723  1.088
H  2.779  0.837  -3.155
H  1.450  -0.935  7.133
H  -0.909  4.218  -2.697
H  -0.307  1.516  1.853
H  2.907  -0.568  -4.176
H  3.467  -1.808  2.664
H  0.473  4.543  -2.172
H  1.022  0.196  6.222
H  0.391  -3.868  -2.879
H  -4.475  -1.343  5.395
H  0.632  -0.081  -3.279


Record 7
This record from the Open Molecules 2025 dataset describes 5 unconnected molecules or ions with the total composition C4H16IN8O4 in a non-equilibrium geometry. The level of theory is the ωB97M-V functional and the def2-TZVPD basis.

## Properties
Charge   -1
2S+1   1
Energy relative to the best compared isomer or geometry (same formula, charge and spin)   3.6984 eV
E_LUMO   0.0917 Ha

Positions of all 33 atoms, in Å:
I  7.527  -10.070  -21.248
O  7.767  -13.219  -28.002
O  9.964  -4.009  -17.576
O  2.444  -11.746  -16.037
O  12.123  -11.198  -15.410
N  10.160  -5.330  -19.269
N  7.020  -12.426  -26.052
N  3.032  -9.948  -17.139
N  8.861  -13.578  -26.049
N  10.227  -12.206  -15.992
N  8.914  -5.977  -17.717
N  3.635  -12.044  -17.842
N  11.344  -11.317  -17.540
C  11.247  -11.471  -16.202
C  7.874  -13.047  -26.783
C  3.007  -11.262  -16.989
C  9.682  -5.031  -18.171
H  9.822  -12.341  -15.076
H  8.562  -6.736  -18.284
H  7.382  -12.285  -25.119
H  9.013  -13.420  -25.063
H  9.522  -14.155  -26.549
H  10.656  -4.597  -19.756
H  10.006  -12.928  -16.663
H  2.587  -9.475  -16.366
H  12.206  -10.813  -17.694
H  3.563  -13.046  -17.739
H  3.660  -9.686  -17.885
H  4.331  -11.556  -18.387
H  6.359  -11.853  -26.557
H  10.497  -11.364  -18.087
H  8.394  -5.654  -16.914
H  9.823  -6.170  -19.717


Record 8
This record from the Open Molecules 2025 dataset describes a molecular structure, C4H16InO6 in a non-equilibrium geometry. The level of theory is the ωB97M-V functional and the def2-TZVPD basis.

## Properties
Charge   +3
2S+1   1
Energy relative to the best compared isomer or geometry (same formula, charge and spin)   0.9717 eV
E_LUMO   -0.4692 Ha

Positions of all 27 atoms, in Å:
In  0.233  -0.050  0.060
O  1.955  0.019  -0.989
O  1.557  -0.791  1.309
O  0.565  0.954  -1.792
O  -0.200  -1.171  1.816
O  -1.136  -1.612  -0.920
O  -0.685  1.943  0.581
C  -1.354  -2.533  0.166
C  0.080  2.313  -1.616
C  -1.374  -1.885  1.581
C  0.056  2.820  -0.176
H  0.592  3.044  -2.242
H  -2.304  -1.339  1.735
H  -2.198  -3.187  -0.055
H  -0.954  2.346  -1.958
H  -0.567  -3.283  0.086
H  -1.387  2.380  1.069
H  1.493  -1.312  2.109
H  2.133  0.742  -1.591
H  -1.390  -2.769  2.219
H  2.497  -0.688  1.164
H  2.764  -0.493  -0.984
H  0.642  0.728  -2.722
H  -1.661  -1.874  -1.680
H  -0.316  3.845  -0.189
H  -0.093  -1.079  2.766
H  1.052  2.933  0.252


Record 9
This record from the Open Molecules 2025 dataset describes 3 unconnected molecules or ions with the total composition C4H16N2O2 in a non-equilibrium geometry. The level of theory is the ωB97M-V functional and the def2-TZVPD basis.

## Properties
Charge   0
2S+1   1
Energy relative to the best compared isomer or geometry (same formula, charge and spin)   3.1366 eV
E_LUMO   0.0167 Ha
SMILES   CNCCCN.O.O

Positions of all 24 atoms, in Å:
O  -1.765  2.664  -2.026
O  -2.790  2.685  -5.955
N  2.614  -0.170  0.933
N  -1.582  -1.475  1.704
C  -0.568  -2.490  1.355
C  1.316  -0.757  0.547
C  2.435  1.229  1.302
C  0.733  -1.817  1.587
H  1.336  -1.291  -0.485
H  -2.801  1.679  -5.636
H  -0.790  -2.707  0.293
H  3.485  1.727  1.370
H  -2.422  -1.930  2.104
H  1.714  1.939  0.701
H  -1.277  -0.722  2.365
H  1.762  -2.469  1.648
H  0.652  0.100  0.379
H  -1.598  2.269  -2.846
H  3.282  -0.410  0.207
H  0.812  -1.284  2.638
H  1.893  1.466  2.235
H  -3.489  2.874  -5.226
H  -0.574  -3.300  2.170
H  -2.380  2.189  -1.364


Record 10
This record from the Open Molecules 2025 dataset describes 3 unconnected molecules or ions with the total composition C4H16N2O2 in a non-equilibrium geometry. The level of theory is the ωB97M-V functional and the def2-TZVPD basis.

## Properties
Charge   0
2S+1   1
Energy relative to the best compared isomer or geometry (same formula, charge and spin)   0.5962 eV
E_LUMO   0.0277 Ha
SMILES   CC(C)NCN.O.O

Positions of all 24 atoms, in Å:
O  0.703  -1.551  -3.409
O  2.789  -1.039  -0.532
N  -0.508  1.853  -1.199
N  0.447  0.425  0.601
C  0.510  0.893  -0.786
C  -0.660  -1.536  1.616
C  -1.636  0.782  1.900
C  -0.856  -0.151  0.960
H  -1.172  1.489  -1.864
H  0.309  -1.580  2.105
H  -0.767  -2.333  0.889
H  3.163  -0.413  -1.147
H  -1.351  0.565  2.929
H  -2.710  0.679  1.779
H  -0.987  2.396  -0.501
H  1.457  -1.747  -2.847
H  0.661  -0.594  -3.462
H  -1.452  -1.688  2.337
H  -1.409  -0.286  0.032
H  -1.353  1.809  1.690
H  0.711  1.228  1.162
H  2.186  -0.629  0.113
H  1.470  1.395  -0.921
H  0.456  0.034  -1.445


Record 11
This record from the Open Molecules 2025 dataset describes 3 unconnected molecules or ions with the total composition C4H16N2O2 in a non-equilibrium geometry. The level of theory is the ωB97M-V functional and the def2-TZVPD basis.

## Properties
Charge   0
2S+1   1
Energy relative to the best compared isomer or geometry (same formula, charge and spin)   3.3493 eV
E_LUMO   0.0132 Ha
SMILES   CCCNCN.O.O

Positions of all 24 atoms, in Å:
O  -1.179  3.637  1.516
O  -2.560  -3.016  -2.505
N  -0.581  -0.421  -0.292
N  -1.002  -1.587  2.041
C  1.420  0.943  -1.227
C  -0.208  -1.467  0.654
C  2.854  0.591  -0.656
C  0.345  0.859  -0.141
H  2.996  1.413  -0.017
H  3.681  0.736  -1.278
H  -1.495  0.002  -0.218
H  -0.438  -2.431  0.178
H  0.865  -1.366  0.964
H  -2.219  -2.425  -1.792
H  1.078  0.118  -1.953
H  -1.830  -1.177  2.116
H  1.449  2.021  -1.541
H  2.878  -0.311  0.082
H  -1.794  -3.455  -2.693
H  -1.798  2.737  1.681
H  -1.815  4.361  1.906
H  -1.125  -2.532  2.330
H  -0.315  1.717  0.013
H  0.792  1.054  0.831


Record 12
This record from the Open Molecules 2025 dataset describes 3 unconnected molecules or ions with the total composition C4H16N2O2 in a non-equilibrium geometry. The level of theory is the ωB97M-V functional and the def2-TZVPD basis.

## Properties
Charge   0
2S+1   1
Energy relative to the best compared isomer or geometry (same formula, charge and spin)   0.4898 eV
E_LUMO   0.0222 Ha
SMILES   NCCCCN.O.O

Positions of all 24 atoms, in Å:
O  -3.913  1.432  -0.917
O  1.040  1.624  -2.017
N  -0.689  1.453  0.345
N  1.437  -2.842  0.221
C  1.809  -1.459  -0.135
C  -0.870  -0.005  0.548
C  1.592  -0.510  1.039
C  0.174  -0.431  1.587
H  -1.893  -0.314  0.730
H  -0.566  -0.449  -0.410
H  -4.336  2.287  -0.760
H  -1.420  1.888  -0.191
H  -0.112  -1.402  2.002
H  2.858  -1.428  -0.337
H  -3.283  1.680  -1.610
H  1.908  -3.471  -0.419
H  0.454  -3.005  0.027
H  1.237  -1.066  -0.974
H  1.574  2.418  -2.090
H  1.911  0.501  0.767
H  2.269  -0.701  1.878
H  -0.313  1.926  1.150
H  0.121  0.306  2.381
H  0.469  1.750  -1.229


no.,electronic energy (eV)
1,-21632.84817
2,-37105.39950
3,-18423.89792
4,-132185.43483
5,-186817.52040
6,-30980.81636
7,-32623.74147
8,-21830.17908
9,-11479.83486
10,-11482.37524
11,-11479.62210
12,-11482.48157